Version 1
A cluster of 6 separate species, C2H16NO4 in total. Source: OMol25; level of theory: wB97M-V/def2-TZVPD.

## Properties
**Net charge**: +1
**Frontier orbital gap**: 4.86 eV

Each atom is followed by the atoms it is bonded to, with distances in Å.
CARTESIAN COORDINATES (ANGSTROEM)
1 C -0.5094 -1.7393 -0.9762  C2 1.554, H4 1.092, H5 1.095, H6 1.096
2 C -0.3514 -0.2287 -1.3059  C1 1.554, N3 1.412, H7 1.124, H8 1.090
3 N -0.1789 0.6417 -0.2080  C2 1.412, H9 1.028, H10 1.048
4 H -0.9605 -2.3048 -1.7939  C1 1.092
5 H -1.3012 -1.7852 -0.2207  C1 1.095
6 H 0.3795 -2.2584 -0.5986  C1 1.096
7 H -1.2756 0.0595 -1.8771  C2 1.124
8 H 0.4180 -0.0803 -2.0633  C2 1.090
9 H -0.6587 0.3341 0.6478  N3 1.028
10 H 0.8574 0.7543 -0.0989  N3 1.048
11 H -3.7194 1.3177 1.5005  H15 0.740
12 H 0.8791 -2.3434 2.0191  O14 0.975
13 H 0.3919 -0.1995 2.1477  O17 0.986
14 O 0.8463 -1.5956 1.3952  H12 0.975
15 H -3.6540 2.0240 1.7101  H11 0.740
16 H 0.2406 0.5858 3.4574  O17 0.964
17 O -0.1044 0.5472 2.5575  H13 0.986, H16 0.964
18 H -1.5808 3.2506 -2.2660  O20 0.963
19 H -0.6378 2.2613 -1.5509  O20 0.962
20 O -1.4380 2.3162 -2.0825  H18 0.963, H19 0.962
21 H 1.8351 -1.1335 0.4220  O23 1.019
22 H 3.1532 -0.4503 -0.2069  O23 0.969
23 O 2.1861 -0.3925 -0.1826  H21 1.019, H22 0.969


Version 2
A cluster of 6 separate species, C2H16NO4 in total. Source: OMol25; level of theory: wB97M-V/def2-TZVPD.

## Properties
**Net charge**: +1
**Frontier orbital gap**: 4.59 eV

Each atom is followed by the atoms it is bonded to, with distances in Å.
CARTESIAN COORDINATES (ANGSTROEM)
1 C -0.2363 -0.1628 -1.5936  C2 1.548, H4 1.089, H5 1.099, H6 1.086
2 C 0.7350 -0.9830 -0.7105  C1 1.548, N3 1.455, H7 1.086, H8 1.100
3 N 0.0566 -1.4656 0.4833  C2 1.455, H9 1.027, H10 1.029
4 H 0.2923 0.4350 -2.3348  C1 1.089
5 H -0.6158 0.5242 -0.8248  C1 1.099
6 H -1.0886 -0.7209 -1.9688  C1 1.086
7 H 1.4998 -0.3118 -0.3319  C2 1.086
8 H 1.2007 -1.8795 -1.1468  C2 1.100
9 H -0.4240 -0.7699 1.0654  N3 1.027
10 H -0.6850 -2.1130 0.1824  N3 1.029
11 H 1.5248 1.2689 1.8106  H15 0.740
12 H -2.4020 2.1259 -0.0252  O14 0.976
13 H -1.2450 1.1475 1.4582  O17 1.019
14 O -1.8427 1.3509 0.1737  H12 0.976
15 H 2.2278 1.2292 1.5822  H11 0.740
16 H -1.1411 1.1505 3.0643  O17 0.963
17 O -1.0124 0.5993 2.2848  H13 1.019, H16 0.963
18 H 3.9749 1.0890 -0.9289  O20 0.959
19 H 4.3274 -0.3262 -1.2422  O20 0.949
20 O 3.5987 0.2072 -0.9521  H18 0.959, H19 0.949
21 H -2.4491 -0.1694 0.2142  O23 0.987
22 H -3.6240 -1.1795 -0.0791  O23 0.967
23 O -2.6719 -1.0460 -0.1801  H21 0.987, H22 0.967


Most stable: version 1 (next structure +7.0 kJ/mol)


Version 1
The molecule C4H5N3S. Source: OMol25; level of theory: wB97M-V/def2-TZVPD.

## Properties
**Net charge**: 0
**SMILES**: [H]/N=C\N(C)C(=S)C#N
**Frontier orbital gap**: 7.60 eV

Each atom is followed by the atoms it is bonded to, with distances in Å.
CARTESIAN COORDINATES (ANGSTROEM)
1 H -2.2712 -1.0577 0.5667  N2 1.083
2 N -2.3139 -0.0928 0.0765  H1 1.083, C3 1.351
3 C -1.1827 0.5632 -0.2616  N2 1.351, N4 1.368, H10 1.226
4 N 0.1519 0.2639 -0.2324  C3 1.368, C5 1.547, C6 1.466
5 C 1.1453 1.3976 0.1152  N4 1.547, H11 1.217, H12 1.193, H13 1.243
6 C 0.6513 -1.1050 -0.0704  N4 1.466, S7 1.705, C8 1.416
7 S 2.3461 -1.2931 -0.0877  C6 1.705
8 C -0.2191 -2.2126 0.0755  C6 1.416, N9 1.259
9 N -1.2153 -2.9554 -0.1277  C8 1.259
10 H -1.2197 1.6068 -0.9046  C3 1.226
11 H 1.7061 1.8367 -0.8720  C5 1.217
12 H 1.7392 0.7337 0.9083  C5 1.193
13 H 0.6819 2.3146 0.8140  C5 1.243


Version 2
The molecule C4H5N3S. Source: OMol25; level of theory: wB97M-V/def2-TZVPD.

## Properties
**Net charge**: 0
**SMILES**: N#C[C@H]1CN(S)C=N1
**Frontier orbital gap**: 9.91 eV

Each atom is followed by the atoms it is bonded to, with distances in Å.
CARTESIAN COORDINATES (ANGSTROEM)
1 N 3.2565 0.0077 -0.9400  C2 1.212
2 C 2.1366 -0.3424 -0.6380  N1 1.212, C3 1.545
3 C 0.6621 -0.7857 -0.5151  C2 1.545, C4 1.478, N8 1.560, H9 1.221
4 C 0.0747 -0.4269 0.7928  C3 1.478, N5 1.507, H10 1.148, H11 1.126
5 N -1.3568 -0.0985 0.4547  C4 1.507, S6 1.863, C7 1.449
6 S -1.9561 1.2833 1.5514  N5 1.863, H12 1.433
7 C -1.2052 0.1832 -0.9591  N5 1.449, N8 1.306, H13 1.121
8 N -0.0748 0.0580 -1.6002  C3 1.560, C7 1.306
9 H 0.6674 -2.0058 -0.5634  C3 1.221
10 H 0.6250 0.4640 1.2622  C4 1.148
11 H 0.1748 -1.2239 1.5812  C4 1.126
12 H -0.9598 2.1964 1.0756  S6 1.433
13 H -2.0445 0.6905 -1.5022  C7 1.121


Version 3
The molecule C4H5N3S. Source: OMol25; level of theory: wB97M-V/def2-TZVPD.

## Properties
**Net charge**: 0
**SMILES**: [H]/N=C/n1ccc(S)n1
**Frontier orbital gap**: 9.22 eV

Each atom is followed by the atoms it is bonded to, with distances in Å.
CARTESIAN COORDINATES (ANGSTROEM)
1 H 3.4224 -1.1478 -0.2697  N2 1.021
2 N 2.9263 -0.2585 -0.3372  H1 1.021, C3 1.338
3 C 1.7583 -0.7275 0.1165  N2 1.338, N4 1.369, H10 1.049
4 N 0.5308 -0.1211 0.1186  C3 1.369, C5 1.410, N9 1.379
5 C 0.1784 1.2436 0.1375  N4 1.410, C6 1.316, H11 1.140
6 C -1.1146 1.3489 -0.0852  C5 1.316, C7 1.426, H12 1.134
7 C -1.5435 -0.0111 -0.1095  C6 1.426, S8 1.853, N9 1.280
8 S -3.3457 -0.4405 -0.1573  C7 1.853, H13 1.625
9 N -0.6027 -0.8795 -0.0867  N4 1.379, C7 1.280
10 H 1.4849 -1.7387 0.0717  C3 1.049
11 H 0.9299 2.0699 -0.0922  C5 1.140
12 H -1.6763 2.3327 -0.1335  C6 1.134
13 H -2.9481 -1.6706 0.8270  S8 1.625


Most stable: version 3 (next structure +7.7 kJ/mol)


Version 1
The ion C4H6NS with charge +1. Source: OMol25; level of theory: wB97M-V/def2-TZVPD.

## Properties
**Net charge**: +1
**Frontier orbital gap**: 9.21 eV

Each atom is followed by the atoms it is bonded to, with distances in Å.
CARTESIAN COORDINATES (ANGSTROEM)
1 C 1.8097 -0.0740 0.8796  C2 1.309, N5 1.384, H7 1.091
2 C 1.1646 0.2971 -0.1971  C1 1.309, C3 1.488, N5 1.432
3 C 0.0959 -0.0407 -1.1751  C2 1.488, C4 1.566, H8 1.047, H9 1.102
4 C -1.1076 -0.5304 -0.3012  C3 1.566, S6 1.911, H10 1.045, H11 0.994
5 N 0.9280 0.9810 1.0387  C1 1.384, C2 1.432, S6 2.076
6 S -0.9631 0.2271 1.4474  C4 1.911, N5 2.076, H12 1.387
7 H 2.6325 -0.5604 1.4053  C1 1.091
8 H 0.4274 -0.8578 -1.7394  C3 1.047
9 H -0.2445 0.9274 -1.5782  C3 1.102
10 H -1.1534 -1.5571 -0.1125  C4 1.045
11 H -1.9360 -0.1769 -0.7222  C4 0.994
12 H -1.6535 1.3645 1.0546  S6 1.387


Version 2
A cluster of 2 separate species, C4H6NS in total. Source: OMol25; level of theory: wB97M-V/def2-TZVPD.

## Properties
**Net charge**: +1
**Frontier orbital gap**: 9.28 eV

Each atom is followed by the atoms it is bonded to, with distances in Å.
CARTESIAN COORDINATES (ANGSTROEM)
1 C -1.6264 0.3463 -0.9128  C2 1.416, C3 1.347, H7 1.124
2 C -0.4380 0.8287 -0.3117  C1 1.416, N5 1.318, H8 1.083
3 C -1.7113 -0.9922 -0.7893  C1 1.347, S6 1.720, H9 1.121
4 C 2.1002 0.1729 1.1295  H10 1.024, H11 1.088, H12 1.135
5 N 0.3372 -0.1742 0.0483  C2 1.318, S6 1.585
6 S -0.2848 -1.6278 -0.0689  C3 1.720, N5 1.585
7 H -2.4436 0.7880 -1.5465  C1 1.124
8 H -0.1241 1.8594 -0.2000  C2 1.083
9 H -2.4901 -1.7171 -1.1426  C3 1.121
10 H 1.5575 0.0489 1.9887  C4 1.024
11 H 2.6454 -0.7463 0.9252  C4 1.088
12 H 2.4779 1.2132 0.8801  C4 1.135


Most stable: version 2 (next structure +219.6 kJ/mol)